This record from the OMol25 dataset describes a structure of composition FN2O3S. The level of theory is ωB97M-V with the def2-TZVPD basis set.

For the HOMO energy (alpha / beta), the calculation gives -0.148 / -0.148 Eh. The total energy comes out at -22669.8121 eV. Its energy relative to the best compared isomer or geometry (same formula, charge and spin) is 39.11 kcal per mole. The value obtained for the orbital gap (alpha / beta) is 7.119 / 7.131 eV.

The geometry in ORCA input format:
```
! wB97M-V def2-TZVPD RIJCOSX def2/J DEFGRID3
* xyz -1 1
N -2.355 -0.344 0.024
N 1.155 0.218 0.220
O -2.640 0.660 -0.640
O 1.691 -0.222 1.200
O 0.929 1.273 -0.216
F 2.079 -0.632 -0.879
S -0.860 -0.953 0.290
*
```

***

This record from the OMol25 dataset describes a cluster of 2 separate species, FO3 in total. The level of theory is ωB97M-V with the def2-TZVPD basis set.

For the HOMO energy (alpha / beta), the calculation gives -0.425 / -0.449 Eh. The total energy comes out at -8850.4616 eV. Its energy relative to the best compared isomer or geometry (same formula, charge and spin) is 0.00 kcal per mole. Its expectation value of S² is 1.763. The value obtained for the orbital gap (alpha / beta) is 9.375 / 10.825 eV.

The geometry in ORCA input format:
```
! wB97M-V def2-TZVPD RIJCOSX def2/J DEFGRID3
* xyz 0 2
F -1.685 0.650 0.044
O -1.564 1.948 0.102
O 1.533 -1.944 -0.102
O 1.717 -0.653 -0.045
*
```

***

Q: energy relative to the best compared isomer or geometry (same formula, charge and spin) of number 1 (FN2O3S)?
A: 39.11 kcal per mole

***

Q: Look up the energy relative to the best compared isomer or geometry (same formula, charge and spin) of the first one.
A: 39.11 kcal per mole

***

Q: Which of these has the highest energy relative to the best compared isomer or geometry (same formula, charge and spin)?
A: FN2O3S

***

Q: What is the formula in the first record?
A: FN2O3S